Computed, not measured: the molecule C4H6O2, with ωB97M-V with the def2-TZVPD basis set.

Element x y z (Å)
1 O 1.86782 -0.15132 -0.46025
2 C 0.60160 -0.57719 -0.10818
3 C 0.05214 -0.66725 1.26386
4 C -0.37977 0.48407 0.38163
5 O -1.02965 1.59465 -1.53779
6 C -1.25202 0.66129 -0.79341
7 H 1.69898 0.53815 -1.12404
8 H 0.15820 -1.31626 -0.78483
9 H -0.58859 -1.50681 1.51788
10 H 0.70570 -0.33338 2.06523
11 H 0.08025 1.42772 0.66337
12 H -1.94568 -0.14947 -1.08813

Results
Kohn-Sham gap   10.77 eV
Calculated total energy   -306.42282 Ha
HOMO energy   -9.854 eV
SMILES string   O=C[C@H]1C[C@@H]1O
ΔE to the lowest compared entry with this formula, charge and spin   219.2 kJ/mol
Net charge   0

Atom charges from the Löwdin analysis, given in e for atoms 1 to 8: O 0.02; C -0.35; C -0.03; C -0.18; O 0.03; C -0.26; H 0.11; H 0.15

***

Computed, not measured: a cluster of 2 separate species, C3H12N2O in total, with ωB97M-V with the def2-TZVPD basis set.

Element x y z (Å)
1 C -1.77836 1.08773 1.44320
2 N -0.41803 1.24670 0.91638
3 H -1.79276 0.38239 2.30823
4 H -2.20242 2.07468 1.76898
5 H -2.45436 0.65195 0.67452
6 H -0.01897 0.25027 0.40641
7 H 0.24143 1.49724 1.64682
8 H -0.31551 1.94548 0.16245
9 C 1.42550 -1.71531 -0.10848
10 N 0.30568 -0.84333 -0.51794
11 C 0.49672 0.03145 -1.77924
12 O 0.52353 -0.55601 -2.94374
13 H 1.79780 -2.35856 -0.90922
14 H 1.18153 -2.38541 0.70968
15 H 2.29097 -1.13377 0.23089
16 H -0.42972 -1.54413 -0.83330
17 H 1.46922 0.58021 -1.53461
18 H -0.32225 0.78844 -1.64103

Results
Kohn-Sham gap (alpha / beta)   11.46 / 8.39 eV
Calculated total energy   -305.90688 Ha
HOMO energy (alpha / beta)   -14.723 / -14.546 eV
<S²>   0.75
Multiplicity   2
ΔE to the lowest compared entry with this formula, charge and spin   67.7 kJ/mol
Net charge   +1

Atom charges from the Löwdin analysis, given in e for atoms 1 to 8: C -0.07; N 0.03; H 0.11; H 0.11; H 0.10; H 0.10; H 0.15; H 0.14

***

Computed, not measured: a cluster of 3 separate species, CH6OS2 in total, with ωB97M-V with the def2-TZVPD basis set.

Element x y z (Å)
1 C 1.00050 -0.54630 1.45703
2 S -0.38305 0.39322 1.86026
3 S -1.54289 1.37992 -1.79388
4 H -0.77740 0.69623 0.55243
5 H 0.83154 -1.61439 1.38112
6 H 1.82512 -0.15979 2.02088
7 H -2.57698 2.18001 -2.08269
8 H 0.17685 -0.19362 -1.44995
9 H 0.91665 -1.04500 -0.53040
10 O 0.52967 -1.09027 -1.41481

Results
Kohn-Sham gap   4.22 eV
Calculated total energy   -913.10597 Ha
HOMO energy   -8.359 eV
ΔE to the lowest compared entry with this formula, charge and spin   515.9 kJ/mol
Net charge   0

Atom charges from the Löwdin analysis, given in e for atoms 1 to 8: C -0.34; S 0.78; S 0.27; H -0.19; H 0.04; H 0.00; H -0.33; H -0.10